(1)
192
Properties=species:S:1:pos:R:3 method="wB97M-V/def2-TZVPD" lumo_energy_ev=0.288 homo_energy_ev=-7.93 max_force_ev_per_a=4.1 total_charge=0 e_tot_ha=-4755.93831 smiles="CN(C)P(=O)(N(C)C)N(C)C.CN(C)P(=O)(N(C)C)N(C)C.CN(C)P(=O)(N(C)C)N(C)C.CN(C)P(=O)(N(C)C)N(C)C.c1cc[nH]c1.c1cc[nH]c1.c1cc[nH]c1.c1cc[nH]c1.CCCC#N.CCCC#N.CCCC#N"
C -5.09 24.83 14.33
N -6.06 24.14 13.51
C -5.56 22.86 12.98
P -7.71 24.43 13.82
O -8.26 23.74 15.00
N -7.95 26.18 13.85
C -7.32 27.00 12.80
C -8.63 26.90 14.88
N -8.53 24.01 12.41
C -9.95 23.85 12.43
C -7.97 24.16 11.04
H -4.92 24.40 15.32
H -5.34 25.88 14.49
H -4.10 24.97 13.89
H -4.60 23.02 12.50
H -6.29 22.38 12.32
H -5.31 22.18 13.79
H -7.75 28.00 12.85
H -6.24 27.00 12.98
H -7.40 26.45 11.86
H -9.12 26.18 15.53
H -7.90 27.47 15.46
H -9.27 27.63 14.40
H -10.24 22.82 12.66
H -10.40 24.46 13.21
H -10.38 24.03 11.44
H -7.66 23.21 10.62
H -7.05 24.74 11.07
H -8.71 24.58 10.35
C 2.15 18.52 14.18
N 2.69 17.56 15.20
C 4.14 17.69 15.48
P 1.70 16.64 16.33
O 2.22 15.32 16.68
N 1.62 17.70 17.65
C 1.65 19.18 17.56
C 1.13 17.22 18.94
N 0.18 16.65 15.58
C -0.87 17.66 15.98
C -0.10 15.61 14.55
H 2.21 19.59 14.43
H 1.12 18.25 13.97
H 2.66 18.42 13.22
H 4.69 17.65 14.54
H 4.46 16.89 16.15
H 4.40 18.65 15.93
H 1.28 19.61 16.63
H 0.98 19.56 18.33
H 2.70 19.46 17.69
H 0.06 17.08 18.83
H 1.63 16.27 19.15
H 1.30 17.99 19.70
H -0.57 18.71 16.01
H -1.73 17.52 15.33
H -1.12 17.53 17.03
H -0.83 15.87 13.78
H -0.44 14.74 15.12
H 0.80 15.38 13.99
C -1.82 21.15 18.81
N -2.71 20.30 19.49
C -2.08 19.19 20.32
P -4.15 19.78 18.61
O -3.75 18.88 17.53
N -5.23 19.18 19.81
C -6.21 18.15 19.45
C -5.54 19.92 21.03
N -4.87 21.27 18.06
C -5.19 21.47 16.65
C -5.21 22.43 18.90
H -0.98 20.65 18.32
H -1.46 21.93 19.49
H -2.38 21.68 18.04
H -1.18 19.53 20.83
H -1.82 18.36 19.66
H -2.68 18.84 21.15
H -5.84 17.42 18.73
H -6.53 17.69 20.38
H -7.04 18.72 19.04
H -5.56 19.27 21.90
H -4.76 20.63 21.29
H -6.47 20.49 21.01
H -4.40 22.07 16.20
H -5.27 20.47 16.22
H -6.18 21.88 16.45
H -4.53 23.25 18.67
H -5.17 22.16 19.96
H -6.21 22.80 18.71
C 0.82 25.22 13.90
N 0.20 26.33 13.06
C -1.18 25.98 12.69
P 0.97 27.65 12.37
O 0.07 28.76 11.89
N 2.11 28.18 13.59
C 3.15 29.11 13.25
C 1.58 28.49 14.93
N 1.92 26.86 11.22
C 1.44 26.68 9.84
C 3.08 26.01 11.60
H 0.08 24.74 14.53
H 1.55 25.59 14.62
H 1.23 24.46 13.23
H -1.12 25.03 12.15
H -1.64 26.74 12.06
H -1.89 25.84 13.51
H 2.76 30.09 12.99
H 3.89 29.29 14.03
H 3.81 28.72 12.48
H 1.64 29.56 15.12
H 0.53 28.20 14.99
H 2.11 27.90 15.68
H 0.94 25.73 9.68
H 0.74 27.49 9.63
H 2.24 26.77 9.10
H 3.12 25.85 12.68
H 4.05 26.47 11.41
H 3.00 25.09 11.02
C 0.17 17.27 11.02
C -1.03 16.67 11.26
C -1.82 17.54 12.04
N -1.14 18.75 12.11
C 0.05 18.63 11.42
H 0.97 16.85 10.42
H -1.23 15.62 11.05
H -2.81 17.40 12.44
H -1.37 19.62 12.58
H 0.75 19.42 11.19
C -2.01 20.97 14.80
C -2.98 20.80 13.80
C -2.49 21.42 12.65
N -1.32 22.13 12.92
C -1.04 21.83 14.26
H -2.06 20.46 15.75
H -3.86 20.19 13.86
H -2.92 21.53 11.67
H -0.79 22.72 12.29
H -0.14 22.27 14.66
C -3.35 20.97 8.77
C -4.66 21.50 8.90
C -5.37 20.71 9.80
N -4.54 19.71 10.19
C -3.30 19.92 9.67
H -2.56 21.34 8.13
H -4.91 22.39 8.33
H -6.31 20.80 10.32
H -4.77 18.96 10.82
H -2.46 19.27 9.88
C -4.19 15.77 14.24
C -3.87 14.58 14.94
C -3.82 14.93 16.26
N -4.08 16.25 16.43
C -4.31 16.75 15.19
H -4.39 15.99 13.20
H -3.71 13.59 14.54
H -3.49 14.37 17.12
H -4.09 16.84 17.25
H -4.55 17.80 15.06
C 4.01 21.70 15.11
C 3.89 22.73 14.01
C 3.02 22.38 12.77
C 3.41 21.24 11.91
N 3.75 20.34 11.22
H 4.33 20.70 14.84
H 3.09 21.55 15.67
H 4.79 22.01 15.81
H 4.79 23.10 13.52
H 3.43 23.62 14.45
H 2.85 23.17 12.04
H 2.02 22.06 13.07
C -3.15 25.94 17.27
C -2.24 24.80 16.67
C -0.98 24.46 17.52
C -0.08 25.59 17.54
N 0.66 26.48 17.54
H -2.67 26.84 17.64
H -3.55 25.53 18.20
H -3.93 26.32 16.61
H -1.88 25.12 15.70
H -2.87 23.91 16.60
H -0.53 23.52 17.22
H -1.30 24.31 18.55
C 0.90 22.66 6.86
C 0.67 21.25 7.17
C 1.24 20.90 8.60
C 0.86 21.79 9.73
N 0.62 22.53 10.60
H 1.95 22.94 6.84
H 0.34 23.37 7.48
H 0.66 22.83 5.81
H 1.20 20.64 6.43
H -0.38 20.99 7.21
H 2.33 21.00 8.59
H 1.09 19.87 8.93

(2)
15
Properties=species:S:1:pos:R:3 method="wB97M-V/def2-TZVPD" lumo_energy_ev=1.156 homo_energy_ev=-8.45 max_force_ev_per_a=4.2 total_charge=0 e_tot_ha=-250.57296 smiles="C=CCNC=C"
C 1.22 -0.48 -2.76
C 0.37 0.21 -1.93
C 0.52 0.24 -0.43
N -0.75 0.26 0.36
C -0.61 -0.26 1.68
C -1.28 0.13 2.87
H 0.94 -0.39 -3.87
H 2.04 -1.09 -2.21
H -0.56 0.64 -2.33
H 1.17 1.11 -0.26
H 1.06 -0.64 -0.15
H -1.00 1.22 0.54
H 0.17 -1.04 1.84
H -2.19 0.68 2.97
H -1.11 -0.60 3.68

(3)
35
Properties=species:S:1:pos:R:3 method="wB97M-V/def2-TZVPD" lumo_energy_ev=-2.674 homo_energy_ev=-11.05 max_force_ev_per_a=2.6 total_charge=+1 e_tot_ha=-687.49625
C -3.62 0.08 -0.31
C -2.29 -0.57 -0.12
C -1.79 -1.48 -0.99
C -1.46 -0.66 1.06
C -0.45 -1.60 0.79
C -1.45 -0.01 2.29
C 0.50 -1.98 1.72
C -0.53 -0.41 3.25
C 0.42 -1.40 2.98
N -0.60 -2.05 -0.54
H -4.12 -0.38 -1.16
H -3.53 1.15 -0.45
H -2.21 -1.65 -1.97
H -0.50 -3.05 -0.64
H -2.13 0.81 2.48
H 1.31 -2.65 1.48
H -0.53 0.13 4.19
H 1.15 -1.60 3.75
H -4.31 0.03 0.53
C 1.37 1.10 0.18
C 2.69 0.53 0.67
C 1.31 1.30 -2.30
N 1.06 0.64 -1.18
N 1.36 2.62 -2.31
N 1.20 0.60 -3.44
H 0.61 0.74 0.85
H 1.38 2.19 0.30
H 3.60 0.97 0.26
H 2.76 -0.51 0.34
H 0.60 -0.26 -1.15
H 1.17 3.18 -1.49
H 1.80 3.03 -3.09
H 1.48 -0.36 -3.42
H 0.98 1.09 -4.29
H 2.79 0.45 1.75